[1]
One molecule with the formula C4H9N3S, computed with wB97M-V/def2-TZVPD.

XYZ file:
```
17
Properties=species:S:1:pos:R:3
C 2.367 -0.742 -0.411
C 0.743 0.662 0.418
C -1.567 0.195 0.034
C -1.880 1.574 -0.060
H 1.808 -1.121 -1.274
H 2.265 -1.551 0.255
H 3.500 -0.612 -0.570
H 0.319 1.674 0.781
H -0.320 -2.051 -0.325
H -0.371 -1.902 1.339
H -0.980 2.060 -0.678
H -2.100 2.196 0.867
H -2.698 1.775 -0.815
N 1.888 0.688 -0.019
N -0.281 -0.306 0.178
N 0.068 -1.599 0.422
S -2.761 -0.941 -0.141
```

Properties
HOMO = -8.644 eV
DFT total energy = -720.14671 a.u.
Charge = 0
Spin multiplicity = 1
ΔE to the lowest compared entry with this formula, charge and spin = 79.5 kcal per mole
HOMO-LUMO gap = 8.732 eV

[2]
One molecule with the formula C4H9N3S, computed with wB97M-V/def2-TZVPD.

XYZ file:
```
17
Properties=species:S:1:pos:R:3
C -1.533 -0.359 -0.007
C 0.791 1.077 0.617
C 1.714 0.408 -0.416
C 2.608 -0.574 0.085
H -1.573 -2.205 0.474
H 0.204 -1.485 0.682
H -3.132 0.201 -1.278
H 1.354 1.959 0.964
H 0.874 0.516 1.556
H 2.227 0.992 -1.260
H 2.702 -0.992 1.168
H 3.399 -0.811 -0.829
H 1.714 -1.274 -1.505
N -0.998 -1.375 0.791
N -2.833 -0.603 -0.427
N 1.343 -1.052 -0.487
S -0.740 1.313 -0.049
```

Properties
HOMO = -8.243 eV
DFT total energy = -720.09494 a.u.
Charge = 0
Spin multiplicity = 1
ΔE to the lowest compared entry with this formula, charge and spin = 112.0 kcal per mole
HOMO-LUMO gap = 8.668 eV

[3]
A 2-piece molecular cluster, C4H9N4 overall, computed with wB97M-V/def2-TZVPD.

XYZ file:
```
17
Properties=species:S:1:pos:R:3
C 1.781 -1.063 0.932
C 1.531 -1.497 -0.313
C -2.638 -0.749 -0.249
C 0.399 1.772 -0.430
N 1.451 0.208 1.068
N 1.049 -0.456 -0.937
N 0.958 0.588 -0.038
N 0.424 2.684 0.459
H 2.259 -1.516 1.811
H 1.661 -2.480 -0.766
H -1.541 -1.085 -0.099
H -3.243 -1.370 0.429
H -2.500 0.304 -0.234
H -3.087 -1.002 -1.236
H 0.068 3.596 0.101
H 0.435 -0.415 -1.835
H 0.990 2.480 1.335
```

Properties
HOMO (spin up / spin down) = -11.448 / -15.314 eV
DFT total energy = -376.36659 a.u.
Charge = +1
Spin multiplicity = 3
ΔE to the lowest compared entry with this formula, charge and spin = 68.5 kcal per mole
HOMO-LUMO gap (spin up / spin down) = 8.027 / 7.995 eV

[4]
C4H9N4O as an isolated structure, computed with wB97M-V/def2-TZVPD.

XYZ file:
```
18
Properties=species:S:1:pos:R:3
C -1.011 -1.366 1.403
C 0.672 -1.816 -0.104
C -1.209 0.068 0.969
C -0.111 0.416 -0.079
N -0.247 -2.253 0.823
N 0.865 -0.548 -0.304
N -1.131 0.174 -1.722
N 1.767 1.698 0.012
O 0.332 1.609 0.054
H -1.553 -1.673 2.259
H 1.270 -2.655 -0.546
H -2.165 0.193 0.405
H -1.305 0.726 1.875
H 1.622 0.003 -0.672
H -1.459 1.065 -2.065
H -0.380 -0.205 -2.287
H 2.026 2.299 -0.760
H 2.018 2.264 0.738
```

Properties
HOMO (spin up / spin down) = -13.588 / -13.590 eV
DFT total energy = -451.66347 a.u.
Charge = +1
Spin multiplicity = 1
ΔE to the lowest compared entry with this formula, charge and spin = 120.7 kcal per mole
HOMO-LUMO gap (spin up / spin down) = 7.955 / 7.957 eV

[5]
An isolated ion of composition C4H9N4S and charge +1, computed with wB97M-V/def2-TZVPD.

XYZ file:
```
18
Properties=species:S:1:pos:R:3
C -0.487 -0.562 -0.366
C 2.859 -0.900 0.844
C -0.692 1.963 -0.693
C -1.940 -0.943 -0.560
N 0.514 -1.307 -0.080
N 1.227 0.739 -0.051
N 1.595 -0.531 0.200
N -0.015 0.682 -0.510
S -2.918 -0.041 0.758
H 2.610 -0.835 1.959
H 2.892 -1.888 0.441
H 3.584 -0.123 0.487
H -0.186 2.643 -1.287
H -1.674 1.927 -1.126
H -0.788 2.432 0.269
H -2.294 -0.706 -1.604
H -2.059 -2.055 -0.467
H -2.229 -0.494 1.786
```

Properties
HOMO = -13.453 eV
DFT total energy = -774.70246 a.u.
Charge = +1
Spin multiplicity = 1
ΔE to the lowest compared entry with this formula, charge and spin = 69.9 kcal per mole
HOMO-LUMO gap = 8.972 eV

[6]
A 2-piece molecular cluster, C4H9N4S overall, computed with wB97M-V/def2-TZVPD.

XYZ file:
```
18
Properties=species:S:1:pos:R:3
C -0.397 0.463 -1.644
C -1.103 -0.564 -1.226
C 0.739 0.745 -0.794
C 0.456 -1.232 0.428
N -0.736 -1.450 -0.234
N 1.118 -0.090 0.152
N 1.472 1.830 -0.971
N 0.962 -2.141 1.296
S -1.377 0.914 2.164
H -0.827 1.078 -2.361
H -2.003 -0.822 -1.868
H -1.037 -2.374 -0.384
H -0.748 2.081 2.728
H 0.936 2.592 -1.223
H 2.267 2.108 -0.420
H 0.318 -2.665 1.735
H 1.885 -2.000 1.490
H -1.925 1.528 1.132
```

Properties
HOMO = -12.936 eV
DFT total energy = -774.80220 a.u.
Charge = +1
Spin multiplicity = 1
ΔE to the lowest compared entry with this formula, charge and spin = 7.3 kcal per mole
HOMO-LUMO gap = 9.289 eV

Number 1: F_max 5.81 eV Å⁻¹. Number 2: F_max 5.96 eV Å⁻¹. Number 3: F_max 5.51 eV Å⁻¹. Number 4: F_max 6.27 eV Å⁻¹. Number 5: F_max 6.83 eV Å⁻¹. Number 6: F_max 5.39 eV Å⁻¹.